58
Properties=species:S:1:pos:R:3:mulliken_charge:R:1 method="wB97M-V/def2-TZVPD" homo_lumo_gap_ha="0.30719 / 0.28702" spin_multiplicity=4 e_homo_ev="-11.093 / -11.618" total_energy_ev=-80349.481 charge=+1 lumo_energy_ev="-2.7 / -3.8"
C -2.1447 -2.3599 -0.8433 -0.759
H -0.4756 3.6802 2.0593 0.347
H 0.7465 -5.5264 -0.2486 0.394
H 1.0947 1.7698 5.1120 0.403
H 0.3312 -1.8826 4.0463 0.406
H -2.1528 1.5200 -1.2539 0.122
H 1.6328 -3.5863 -1.6292 0.534
I -3.9839 3.7081 -2.3990 0.150
H -0.9256 -1.1664 3.0237 0.399
C -1.4750 2.2518 -1.6727 0.008
C -3.1539 -1.2253 -1.0240 -1.150
C -1.0944 -2.8875 -3.9983 -1.074
C 0.7127 2.8653 -2.0900 -0.126
C 0.9608 -3.4390 -0.7835 -0.712
H 2.6107 -1.0001 3.3591 0.420
H 1.7613 2.6036 -2.0182 0.522
H -2.1444 -2.7364 0.1798 0.448
H -3.0926 -0.7697 -2.0168 0.283
C -1.0417 4.3173 -2.7846 -0.145
H 1.0516 4.7269 -3.0793 0.464
H -0.9609 -2.9719 -5.0786 0.388
H 0.5584 -1.8126 2.2880 0.308
H 2.7704 0.7425 3.4784 0.404
C 0.1437 -1.2906 3.1517 -1.077
N 2.5531 0.1666 -0.2424 0.972
H 1.5749 -3.1755 0.0735 0.377
C 0.3431 1.1025 2.7142 0.436
C 0.1107 -4.6830 -0.5242 -1.094
C 0.5782 3.4768 2.2330 -0.949
H -0.4610 -4.9852 -1.4035 0.233
H -3.0006 -0.4413 -0.2793 0.214
C 2.1832 -0.1065 3.8114 -1.245
H -4.1780 -1.5833 -0.9051 0.424
H 1.0819 3.3304 1.2790 0.220
H -0.3644 -0.8449 -3.7887 0.416
H -0.9197 -3.8797 -3.5751 0.240
H 0.8933 -2.0620 -3.6538 0.491
N -0.1605 1.9936 -1.5629 0.272
C -0.1457 -1.8412 -3.4062 -0.769
O 2.8534 1.3510 0.1486 -0.552
S -0.8233 0.9710 1.4092 -0.564
N 0.7969 0.0068 3.3281 0.107
H 2.3526 2.8189 4.4207 0.380
C 0.3103 4.0433 -2.6896 -0.983
C 1.2858 2.5986 4.4412 -1.263
Sb -0.1676 -1.7194 -1.2780 0.719
H 2.2332 -0.2003 4.8949 0.348
H 0.7548 3.4705 4.8195 0.478
O 2.4244 -0.1006 -1.5252 -0.555
H 1.0357 4.3255 2.7339 0.430
H -0.5990 -4.5331 0.2900 0.266
O 2.1312 -0.7137 0.6181 -0.443
H -2.1420 -2.6337 -3.8225 0.276
H -1.3882 5.2302 -3.2523 0.413
V 0.6904 0.5827 -0.4037 0.669
C -1.9496 3.3970 -2.2796 -0.523
H -2.3740 -3.1990 -1.5023 0.473
N 0.7570 2.3061 3.1006 0.131

53
Properties=species:S:1:pos:R:3:mulliken_charge:R:1 method="wB97M-V/def2-TZVPD" homo_lumo_gap_ha="0.22196 / 0.26681" relative_energy_kcal_mol=11.8 spin_multiplicity=3 e_homo_ev="-6.280 / -7.791" total_energy_ev=-41110.541 charge=0 lumo_energy_ev="-0.2 / -0.5"
H -1.7663 2.1203 2.3780 0.219
C 3.0672 2.0413 -0.3872 -1.197
C -1.1887 2.7894 0.3394 1.143
Si 2.3266 0.3395 -0.7241 0.543
H 2.0263 -5.3286 -1.5006 0.344
H -0.2084 1.6615 0.8689 -0.221
C -0.1156 3.9243 0.2416 -0.799
H 2.8090 0.1278 -2.1674 -0.221
N 0.8473 -0.0341 1.9507 -0.518
H -0.4826 4.6483 -0.5311 0.311
C -0.0371 -5.7312 -0.8663 -0.301
H 2.8586 2.3172 0.6561 0.249
H -2.2406 -3.3394 0.2370 0.442
H -3.1759 2.4064 1.2737 0.276
C -2.1759 0.5728 -2.9808 -1.293
H 3.0215 0.7598 4.7818 0.328
H 2.2014 0.2012 6.2318 0.350
H -2.1975 3.8477 1.9222 0.395
C -1.2494 -5.2048 -0.3674 -0.548
H 0.4381 -0.9590 4.8402 0.252
H 3.2625 -0.4897 0.1008 -0.299
C 0.3030 1.9554 -3.1626 -1.074
W 0.0631 0.0912 0.1346 0.458
H -0.0671 1.9414 -4.1982 0.441
C 2.0415 0.4796 5.1901 -1.107
H -2.7097 1.4673 -2.6546 0.386
H 4.1443 1.8517 -0.5148 0.378
C 0.0699 -0.8162 -3.4004 -1.316
C -2.1656 2.7894 1.5743 -1.214
H 1.7934 -2.8359 -1.0527 0.225
H 0.0492 -6.8146 -1.0666 0.328
H 0.8718 3.4739 -0.0438 -0.184
H 2.7376 2.8247 -1.0814 0.275
H 1.3955 1.9028 -3.1852 0.315
H -0.4987 -1.7338 -3.1829 0.328
P -0.4891 0.5599 -2.2852 0.667
H -2.7276 -0.3100 -2.6450 0.291
H 1.1421 -1.0364 -3.3175 0.288
H -2.0991 -5.8663 -0.1700 0.343
C -0.2304 -3.0310 -0.3617 0.245
H -2.1069 0.5604 -4.0805 0.440
H 1.3764 1.3525 5.1744 0.308
C 1.2876 -0.3530 2.9990 0.488
H 0.0104 4.3844 1.2432 0.461
C 1.4155 -0.6777 4.4197 -0.313
C 0.9809 -3.5467 -0.8728 0.168
N -0.3196 -1.6751 -0.0796 -0.321
C -1.3544 -3.8485 -0.1236 -0.378
O -1.6936 2.5452 -0.8216 -0.644
H 2.0599 -1.5616 4.4997 0.270
C 1.0817 -4.9079 -1.1201 -0.703
H -0.1520 -0.4942 -4.4371 0.475
H -0.0004 2.8874 -2.6774 0.221

49
Properties=species:S:1:pos:R:3:mulliken_charge:R:1 method="wB97M-V/def2-TZVPD" homo_lumo_gap_ha=0.33578 relative_energy_kcal_mol=52.6 e_homo_ev=-8.429 total_energy_ev=-20630.094 charge=0 lumo_energy_ev=0.7 smiles="C[C@H]1CCC[C@@H](C(=O)CCC(C)(C)CN(C)C)C1"
H 2.9939 0.1087 4.0372 0.467
C -0.5379 -1.9340 -0.0688 1.038
O 1.3511 -3.1066 0.6696 -0.650
N 2.3467 2.7722 0.7711 0.530
H 0.0915 -0.4316 -2.4260 0.303
C 2.1769 0.7633 4.0490 -2.020
H -0.5728 -1.6460 -3.5716 0.380
C 1.8763 0.0022 1.6153 -1.163
H 3.7477 1.8711 2.2313 0.532
C -2.2611 -0.3301 -0.8918 0.376
H 0.5092 -2.9112 -1.7281 0.482
H 2.9033 -0.3236 1.4438 0.661
C 3.2402 2.2697 -0.2781 -1.235
H -1.4264 -0.2968 0.9785 0.540
H -0.1439 0.1736 -0.2758 -0.418
H -1.8740 1.8573 -1.2654 0.480
H 2.9257 4.7654 0.5364 0.391
H -2.0184 0.3571 -2.9058 0.344
H 1.4497 4.6525 1.3404 0.376
H -3.1937 -0.9146 -0.6693 0.389
H -1.1738 -3.2024 -1.6920 0.360
H 2.3019 1.6923 4.7058 0.412
C -0.6623 -1.1880 -2.5773 -0.684
C 2.7943 2.3078 2.1235 -1.911
H 3.4910 1.2323 -0.1513 0.381
C -1.9310 -0.5587 -2.3240 -0.771
H 1.4532 4.3065 -0.4188 0.245
H 0.1088 -0.7865 2.5135 0.242
H -0.0357 1.9749 1.4743 0.115
C 1.7793 1.2212 2.6338 2.577
C -0.4389 -2.4426 -1.5510 -1.180
C 1.9942 4.1944 0.5656 -1.188
H -2.6646 1.6766 0.2844 0.373
C 0.3510 1.7949 2.5403 -1.816
H 2.6790 2.2650 -1.2424 0.346
C -2.5441 1.2527 -0.7396 -1.719
H -1.2339 -2.4709 0.6334 0.244
H -0.3877 1.1618 2.9940 0.540
H -3.5500 1.5387 -1.1479 0.390
H 0.2240 2.6647 3.1532 0.499
H 1.3820 0.1912 4.6407 0.314
C -0.9940 -0.5191 -0.0187 -0.519
H 4.2376 2.7693 -0.4090 0.302
C 1.0608 -1.1998 2.0283 -0.343
H 1.5568 0.4201 0.6224 0.063
H 1.5862 -1.8460 2.8085 0.471
H -2.6112 -1.3083 -2.7805 0.313
C 0.7335 -2.0358 0.7859 -0.379
H 2.8392 3.1247 2.8825 0.519

51
Properties=species:S:1:pos:R:3:mulliken_charge:R:1 method="wB97M-V/def2-TZVPD" homo_lumo_gap_ha=0.32756 relative_energy_kcal_mol=62.0 e_homo_ev=-8.222 total_energy_ev=-24724.041 charge=0 lumo_energy_ev=0.7 smiles="C#C[C@H](CCCCCOC)OC=O.CCN(CC)CC"
H -3.0321 1.8814 -1.8076 0.442
C -0.1865 0.5439 1.6407 -0.986
C 1.9766 1.7448 4.1772 -0.295
O 4.1082 1.1891 0.4661 -0.497
H 0.3742 1.2855 -2.4643 0.389
H -3.7525 -0.5297 -1.7267 0.279
N -1.6031 0.7433 -2.7530 0.401
C -0.4966 2.8981 -3.5958 -1.291
C -1.6295 0.1947 -5.2533 -1.019
H 2.6461 -1.4495 3.0128 0.301
C 1.5070 1.6952 3.0735 -0.857
H 0.1409 3.6946 -3.2079 0.455
C 1.2973 -2.9717 2.2709 -0.844
H -2.6145 0.6541 -5.3488 0.252
O 2.6930 -3.0537 4.2918 -0.462
H 0.9670 -3.8996 2.7409 0.430
C 2.5879 -2.5458 2.9788 -0.375
H 0.1961 -1.4248 3.3062 0.385
H -4.0618 -0.4793 -3.4673 0.288
C -3.9967 0.1268 -2.5632 -1.405
O 1.9271 1.4927 0.6960 -0.425
H -1.6176 -0.6870 -5.8967 0.381
H 2.5133 -2.4309 6.2172 0.271
C 3.0975 0.9138 1.0173 0.346
H 3.4645 -2.9084 2.4427 0.300
H -0.7922 2.2282 -1.5803 0.225
H -0.9368 0.9167 0.9420 0.272
H -0.0520 2.5549 -4.5291 0.257
H 1.2239 -0.8606 0.7338 0.441
H 2.4116 1.7782 5.1442 0.438
C 0.9233 1.6150 1.7261 0.705
H -1.4706 3.3355 -3.8190 0.271
C 0.2432 -0.8684 1.2083 -0.429
C -1.3338 -0.2211 -3.8068 -0.780
C 1.9796 -2.3367 5.2724 -0.475
C 0.1804 -1.9237 2.3330 -0.749
H -0.7822 -2.4353 2.2680 0.345
H -0.6808 0.4823 2.6111 0.582
H -3.2337 1.8725 -3.5511 0.267
H 3.0388 0.1488 1.7983 0.216
H 0.9660 -2.7302 5.4055 0.253
C -0.5992 1.7743 -2.5587 -0.482
H 0.4675 2.5828 1.5184 0.317
H -0.4518 -1.1848 0.4292 0.305
C -2.9663 1.2387 -2.6903 -0.399
H 1.5184 -3.1801 1.2206 0.421
H -0.8919 0.8939 -5.6443 0.255
H -1.9059 -1.1264 -3.5891 0.411
H -4.9838 0.5558 -2.3870 0.439
H -0.2849 -0.5147 -3.7196 0.371
H 1.9075 -1.2734 5.0173 0.060